Computed, not measured: 2 unconnected molecules or ions with the total composition C2H6NO2P at a distorted geometry, with ωB97M-V/def2-TZVPD.

## Properties
**Frontier orbital gap**: 9.6 eV
**Relative energy (zero: lowest compared OMol25 entry of this formula, charge and spin)**: 46.3 kcal/mol
**Total charge**: 0
**LUMO energy**: 0.2 eV
**HOMO level**: -9.47 eV

```
12
Properties=species:S:1:pos:R:3:forces:R:3:lowdin_charge:R:1
C 0.77257 1.03521 0.83491 0.138 0.734 -1.049 -0.75
C -1.02731 -0.05428 -1.26087 0.219 -0.202 1.182 -0.19
N 1.59728 0.67020 1.78822 2.660 -3.068 2.685 0.11
O 0.49142 2.13570 0.42939 -0.072 0.459 -0.147 0.03
O 0.78073 -1.70178 -0.03959 0.632 -0.166 0.211 -0.37
P 0.02582 -0.45482 0.12514 -3.945 -0.025 2.611 0.69
H -0.90270 -1.00005 -1.75613 -0.441 -0.077 -1.051 0.04
H -2.02888 0.16575 -0.93911 -0.450 -0.317 0.147 0.05
H -0.68429 0.82855 -1.73751 0.648 0.542 -0.896 0.04
H 2.41731 1.12136 2.23588 -1.370 0.339 -0.775 0.14
H 1.63172 -0.38748 1.95782 0.012 2.132 -0.386 0.12
H -1.26778 -0.39993 1.68714 1.967 -0.351 -2.532 0.09
```
Forces are in eV/Å.

Computed, not measured: C2H6NO2P in the gas phase at a distorted geometry, with ωB97M-V/def2-TZVPD.

## Properties
**Frontier orbital gap**: 9.9 eV
**Relative energy (zero: lowest compared OMol25 entry of this formula, charge and spin)**: 29.1 kcal/mol
**Total charge**: 0
**LUMO energy**: 0.4 eV
**HOMO level**: -9.51 eV

```
12
Properties=species:S:1:pos:R:3:forces:R:3:lowdin_charge:R:1
C -1.58195 -0.59924 0.21153 -4.447 1.115 -3.347 -0.05
C -1.18277 0.84145 0.06030 0.868 1.427 0.920 -0.63
O -1.92342 1.79464 -0.01070 -0.498 -0.672 -0.289 0.04
N 0.19995 1.08141 0.13965 0.490 -1.211 -0.356 -0.15
P 1.31277 -0.02226 -0.01360 -0.413 0.942 -0.256 0.71
O 2.78715 0.63613 0.09353 -1.390 -1.784 1.266 -0.20
H -1.72065 -1.00781 -0.82771 0.924 0.052 0.735 0.11
H -2.63165 -0.79423 0.54707 0.877 0.718 0.336 0.10
H -0.92195 -1.07881 0.78925 2.374 -2.232 1.961 0.00
H 1.19773 -0.85081 -1.16825 0.404 0.532 -0.057 0.02
H 1.45169 -1.06309 0.87778 0.140 -0.166 0.816 0.01
H 3.01310 1.06263 -0.69884 0.671 1.278 -1.730 0.03
```
Forces are in eV/Å.

Computed, not measured: C2H6NO2P in the gas phase at a distorted geometry, with ωB97M-V/def2-TZVPD.

## Properties
**Frontier orbital gap**: 10.6 eV
**Relative energy (zero: lowest compared OMol25 entry of this formula, charge and spin)**: 36.4 kcal/mol
**Total charge**: 0
**LUMO energy**: 0.6 eV
**HOMO level**: -9.93 eV

```
12
Properties=species:S:1:pos:R:3:forces:R:3:lowdin_charge:R:1
N -0.70161 1.22176 -0.29114 1.053 -1.322 0.562 -0.02
C -0.10981 -0.12745 -0.57082 -2.034 0.744 -2.574 -0.60
P -1.24115 -1.37204 0.21164 -0.514 0.781 0.933 0.85
C 1.30672 -0.22957 -0.12876 -0.798 0.458 -0.043 -0.61
O 1.97638 -1.04718 -0.70228 1.101 0.399 1.099 0.08
O 1.63328 0.59853 0.89834 -1.340 1.375 -0.182 0.04
H -1.62325 1.24530 0.09054 -0.493 -0.194 0.019 0.04
H -0.56396 1.95378 -0.94760 0.155 0.231 -0.775 0.07
H -0.17328 -0.50773 -1.71335 0.404 1.360 2.345 0.15
H -1.07345 -0.80816 1.52367 -0.428 0.015 -0.245 -0.08
H -0.28702 -2.27269 0.59005 0.817 -0.965 -0.123 -0.11
H 0.85715 1.34545 1.03969 2.077 -2.883 -1.016 0.18
```
Forces are in eV/Å.

Computed, not measured: C2H6NO2P in the gas phase at a distorted geometry, with ωB97M-V/def2-TZVPD.

## Properties
**Frontier orbital gap**: 8.7 eV
**Relative energy (zero: lowest compared OMol25 entry of this formula, charge and spin)**: 115.2 kcal/mol
**Total charge**: 0
**LUMO energy**: 0.3 eV
**HOMO level**: -8.41 eV

```
12
Properties=species:S:1:pos:R:3:forces:R:3:lowdin_charge:R:1
C 0.66992 1.01715 0.21837 -2.450 -2.147 0.285 -0.12
N -0.00458 -0.12882 -0.35839 -1.462 0.046 -2.141 -0.55
O 0.63838 -1.33289 -0.03158 0.882 -1.374 0.285 -0.16
P -1.70178 -0.29683 0.01022 3.109 -0.912 1.114 0.84
C -3.73206 -0.06369 0.22188 -2.228 0.620 0.245 -0.30
O -4.36894 0.84565 -0.06406 0.245 -0.636 0.223 0.02
H 0.93843 0.72957 1.18475 0.511 0.257 2.032 0.07
H 1.45705 1.34240 -0.30301 3.564 0.477 -2.177 0.04
H 0.04148 1.85597 0.12295 -1.376 0.881 0.575 0.07
H 0.24362 -2.07500 -0.56006 0.429 1.402 0.377 0.10
H -1.26568 -1.01956 1.28747 -1.594 0.682 -1.091 0.03
H -2.02392 -1.50424 -0.72468 0.371 0.704 0.272 -0.03
```
Forces are in eV/Å.

Please write out number 2 again, unchanged.
Computed, not measured: C2H6NO2P in the gas phase at a distorted geometry, with ωB97M-V/def2-TZVPD.

## Properties
**Frontier orbital gap**: 9.9 eV
**Relative energy (zero: lowest compared OMol25 entry of this formula, charge and spin)**: 29.1 kcal/mol
**Total charge**: 0
**LUMO energy**: 0.4 eV
**HOMO level**: -9.51 eV

```
12
Properties=species:S:1:pos:R:3:forces:R:3:lowdin_charge:R:1
C -1.58195 -0.59924 0.21153 -4.447 1.115 -3.347 -0.05
C -1.18277 0.84145 0.06030 0.868 1.427 0.920 -0.63
O -1.92342 1.79464 -0.01070 -0.498 -0.672 -0.289 0.04
N 0.19995 1.08141 0.13965 0.490 -1.211 -0.356 -0.15
P 1.31277 -0.02226 -0.01360 -0.413 0.942 -0.256 0.71
O 2.78715 0.63613 0.09353 -1.390 -1.784 1.266 -0.20
H -1.72065 -1.00781 -0.82771 0.924 0.052 0.735 0.11
H -2.63165 -0.79423 0.54707 0.877 0.718 0.336 0.10
H -0.92195 -1.07881 0.78925 2.374 -2.232 1.961 0.00
H 1.19773 -0.85081 -1.16825 0.404 0.532 -0.057 0.02
H 1.45169 -1.06309 0.87778 0.140 -0.166 0.816 0.01
H 3.01310 1.06263 -0.69884 0.671 1.278 -1.730 0.03
```
Forces are in eV/Å.